{"formula": "C16H44AlAs2F14N5O8S2", "method": "the ωB97M-V functional and the def2-TZVPD basis", "multiplicity": 1, "e_above_lowest_ev": 1.4874, "gap_ev": 3.796, "elements": ["Al", "As", "F", "F", "F", "F", "F", "F", "As", "F", "F", "F", "F", "F", "F", "N", "S", "O", "O", "F", "S", "O", "O", "F", "C", "C", "C", "O", "C", "N", "H", "H", "H", "H", "H", "H", "H", "H", "H", "H", "H", "C", "C", "C", "O", "C", "N", "H", "H", "H", "H", "H", "H", "H", "H", "H", "H", "H", "C", "C", "C", "O", "C", "N", "H", "H", "H", "H", "H", "H", "H", "H", "H", "H", "H", "C", "C", "C", "O", "C", "N", "H", "H", "H", "H", "H", "H", "H", "H", "H", "H", "H"], "positions_angstrom": [[0.26363, -0.05771, 0.22828], [2.35313, -3.19003, -2.48802], [3.21534, -4.06969, -3.78620], [3.67541, -3.51422, -1.37394], [1.42537, -2.37657, -1.16343], [0.93870, -3.00900, -3.69060], [1.53000, -4.74811, -1.99159], [3.05390, -1.64833, -2.91942], [-1.66230, 3.58849, 3.08902], [-2.31466, 4.83861, 4.15568], [-3.15391, 3.64307, 2.07690], [-0.89678, 2.32758, 2.02842], [-0.09974, 3.61060, 4.08921], [-2.32672, 2.24922, 4.04176], [-1.03440, 4.88675, 2.04077], [2.82596, 1.29408, 0.69266], [3.18857, 2.60562, 1.23770], [3.58079, 3.62324, 0.25593], [3.61530, 2.79471, 2.59206], [1.62931, 3.01232, 1.24828], [4.54733, 0.86295, 0.59103], [5.05921, 0.09193, 1.76079], [5.41907, 1.68450, -0.20608], [4.10574, -0.28539, -0.43792], [3.11787, 1.74643, -3.98310], [2.10465, 1.81210, -2.85634], [1.11832, 2.97756, -2.95718], [0.16284, 2.73756, -1.84262], [-0.33812, 3.85952, -1.11189], [1.37650, 0.53430, -2.76498], [2.62645, 1.59310, -4.94386], [3.75807, 0.87287, -3.86012], [3.69362, 2.66366, -4.10680], [2.75987, 1.97349, -2.00033], [0.41135, 2.97882, -3.78682], [1.61319, 3.94417, -3.05128], [0.52257, 4.49300, -0.89736], [-0.84108, 3.55538, -0.19395], [-0.94244, 4.46796, -1.78472], [2.10635, -0.15378, -2.88320], [0.76640, 0.49637, -3.56900], [-2.42986, -3.51135, -3.08730], [-1.93538, -2.62129, -1.90592], [-1.32035, -3.51077, -0.84593], [-0.81476, -2.95540, 0.36765], [-0.49211, -3.91629, 1.34579], [-1.09400, -1.72426, -2.51734], [-1.61413, -3.71622, -3.78064], [-3.35543, -3.13131, -3.51974], [-2.78070, -4.48688, -2.75064], [-2.75812, -2.06449, -1.45740], [-0.52263, -4.12061, -1.27001], [-2.04681, -4.29085, -0.61825], [0.39074, -4.52505, 1.15060], [-1.40381, -4.49242, 1.50378], [-0.21378, -3.30833, 2.20660], [-1.57956, -1.33232, -3.31152], [-0.53728, -2.17617, -3.22862], [0.39719, 0.70496, 5.25060], [0.57686, 0.14392, 3.80941], [1.60825, -0.89784, 3.57240], [1.92576, -1.21253, 2.18274], [2.67518, -2.38878, 1.98804], [-0.78177, -0.20222, 3.35478], [0.24232, -0.01796, 6.05155], [-0.35178, 1.49671, 5.26739], [1.27263, 1.28742, 5.53771], [0.75989, 1.05107, 3.23350], [1.23343, -1.85203, 3.94270], [2.62080, -0.76361, 3.95293], [3.55206, -2.42011, 2.63472], [2.98186, -2.47942, 0.94599], [2.16905, -3.32741, 2.21366], [-0.97234, -0.86049, 4.09672], [-1.23860, 0.65226, 3.63984], [-4.14269, 1.93100, -1.75603], [-3.10156, 1.37101, -0.73529], [-3.63394, 0.30514, 0.24170], [-2.59860, -0.35136, 0.90266], [-3.20949, -1.40493, 1.70378], [-2.01178, 0.79311, -1.58852], [-4.80064, 2.61874, -1.22478], [-4.69943, 1.09402, -2.17746], [-3.78847, 2.58205, -2.55525], [-2.69235, 2.23226, -0.20718], [-4.32126, -0.32418, -0.32365], [-4.30213, 0.83429, 0.92112], [-3.77611, -2.06652, 1.04852], [-3.66255, -1.01713, 2.61616], [-2.40993, -2.00632, 2.13636], [-2.16604, 0.03840, -2.24178], [-1.80038, 1.57350, -2.19384]], "mulliken_charge": [1.49, 1.87, -0.46, -0.46, -0.32, -0.59, -0.53, -0.55, 1.95, -0.47, -0.49, 0.05, -0.51, -0.54, -0.46, 0.06, 0.67, -0.64, -0.63, -0.27, 0.88, -0.58, -0.53, -0.13, -1.80, 1.43, -1.36, 0.28, -0.82, 0.16, 0.44, 0.43, 0.42, -0.61, 0.32, 0.48, 0.38, -0.07, 0.36, 0.20, 0.29, -1.55, 1.10, -1.81, 0.37, -0.89, -0.55, 0.34, 0.43, 0.43, -0.18, 0.46, 0.63, 0.24, 0.40, 0.07, 0.53, 0.05, -1.62, 0.50, -1.18, 0.53, -0.94, -0.20, 0.39, 0.40, 0.45, -0.12, 0.41, 0.48, 0.37, 0.08, 0.35, 0.41, -0.02, -1.72, 1.00, -1.29, 0.37, -0.83, -0.26, 0.47, 0.40, 0.39, -0.22, 0.50, 0.46, 0.39, 0.34, -0.09, 0.12, 0.24]}



{"formula": "C38H28FO14S", "method": "the ωB97M-V functional and the def2-TZVPD basis", "multiplicity": 1, "e_above_lowest_ev": 0.0000, "gap_ev": 6.495, "charge": 1, "elements": ["O", "C", "F", "C", "S", "O", "H", "H", "H", "H", "C", "C", "C", "O", "C", "C", "C", "O", "H", "H", "H", "H", "C", "C", "C", "O", "C", "C", "C", "O", "H", "H", "H", "H", "C", "C", "C", "O", "C", "C", "C", "O", "H", "H", "H", "H", "C", "C", "C", "O", "C", "C", "C", "O", "H", "H", "H", "H", "C", "C", "C", "O", "C", "C", "C", "O", "H", "H", "H", "H", "C", "C", "C", "O", "C", "C", "C", "O", "H", "H", "H", "H"], "positions_angstrom": [[-0.27014, 5.14021, 6.74577], [-0.05024, 4.35737, 5.89933], [-0.55422, 4.41353, 4.66867], [0.84239, 3.13298, 6.02294], [2.53186, 3.71210, 6.08006], [3.40081, 2.40579, 6.34565], [0.67843, 2.42300, 5.21173], [0.66134, 2.64872, 6.98400], [2.77103, 3.82842, 4.76017], [3.29364, 2.12849, 7.27385], [1.19110, -1.22974, 3.73607], [1.14525, -2.02437, 2.67108], [0.08142, -1.86031, 1.64475], [0.04739, -2.57820, 0.66689], [-0.92591, -0.78823, 1.84718], [-0.87935, -0.00333, 2.91993], [0.18282, -0.16917, 3.93151], [0.22688, 0.56957, 4.90960], [1.96040, -1.32167, 4.49216], [1.86684, -2.80817, 2.49807], [-1.68840, -0.68750, 1.08744], [-1.60216, 0.78504, 3.09333], [1.30544, 0.87811, -4.37228], [0.86706, 1.55410, -3.31339], [0.45341, 0.85381, -2.07541], [0.05862, 1.46124, -1.09848], [0.54835, -0.62624, -2.05565], [0.99068, -1.30557, -3.10979], [1.40372, -0.60500, -4.35464], [1.81010, -1.22294, -5.31262], [1.60698, 1.36397, -5.29045], [0.78819, 2.63364, -3.30357], [0.24118, -1.11708, -1.14122], [1.07275, -2.38537, -3.11559], [-2.99067, 3.73257, 0.18034], [-3.21498, 4.84954, -0.50694], [-2.93790, 6.18874, 0.07840], [-3.13922, 7.20442, -0.54587], [-2.39963, 6.23319, 1.46541], [-2.18025, 5.11458, 2.14920], [-2.45487, 3.78029, 1.56086], [-2.23681, 2.76762, 2.19773], [-3.18204, 2.74757, -0.22565], [-3.60464, 4.84392, -1.51671], [-2.20485, 7.21810, 1.87068], [-1.80030, 5.10678, 3.15787], [3.56440, -1.01127, 0.21381], [3.96679, -0.64363, -0.99743], [5.35523, -0.90679, -1.46179], [5.72057, -0.56574, -2.56257], [6.27125, -1.60172, -0.51837], [5.86516, -1.96851, 0.69447], [4.48140, -1.70140, 1.15473], [4.10786, -2.03288, 2.26344], [2.55818, -0.82263, 0.56644], [3.31746, -0.13581, -1.69791], [7.27545, -1.78589, -0.87802], [6.51339, -2.47471, 1.39828], [0.05010, -1.53843, -8.07424], [-0.05729, -2.28473, -9.17037], [-1.14333, -2.05705, -10.15796], [-1.24323, -2.73721, -11.15428], [-2.10679, -0.96028, -9.87551], [-2.00013, -0.21368, -8.78047], [-0.91347, -0.44428, -7.79589], [-0.81913, 0.24286, -6.79826], [0.83188, -1.68474, -7.34066], [0.63203, -3.08783, -9.39777], [-2.88881, -0.81258, -10.60934], [-2.68887, 0.58999, -8.55296], [-4.02456, -4.53470, 4.99157], [-4.13175, -3.36460, 4.36846], [-3.47888, -3.13115, 3.05716], [-3.56551, -2.06011, 2.49148], [-2.70557, -4.24948, 2.46101], [-2.59688, -5.41995, 3.08341], [-3.24774, -5.65627, 4.39960], [-3.14770, -6.71930, 4.96788], [-4.49029, -4.73157, 5.94875], [-4.69199, -2.53376, 4.77828], [-2.24196, -4.05370, 1.50137], [-2.03878, -6.25100, 2.67125]], "mulliken_charge": [-0.40, 0.30, -0.14, 0.27, 0.38, -0.37, -0.05, 0.34, 0.29, 0.40, -0.28, -0.95, 0.58, -0.67, -0.35, -0.51, 0.40, -0.72, 0.51, 0.63, 0.65, 0.69, -0.28, -0.53, 0.46, -0.58, -0.20, -0.53, 0.47, -0.62, 0.47, 0.46, 0.33, 0.48, -0.29, -0.43, 0.29, -0.53, -0.43, -0.31, 0.32, -0.49, 0.45, 0.43, 0.43, 0.56, 0.17, -0.36, 0.09, -0.52, -0.48, -0.47, 0.35, -0.53, 0.37, 0.56, 0.42, 0.43, -0.18, -0.47, 0.29, -0.53, -0.36, -0.42, 0.44, -0.50, 0.52, 0.43, 0.40, 0.41, -0.38, -0.46, 0.54, -0.57, -0.31, -0.39, 0.32, -0.53, 0.42, 0.44, 0.49, 0.43]}



{"formula": "C5F6O", "method": "the ωB97M-V functional and the def2-TZVPD basis", "multiplicity": 1, "e_above_lowest_ev": 2.6764, "gap_ev": [11.401, 5.649], "elements": ["C", "C", "C", "C", "C", "O", "F", "F", "F", "F", "F", "F"], "positions_angstrom": [[0.49708, 1.14868, -1.09182], [0.26368, 0.34717, -1.99047], [-0.57520, -0.44261, 2.42662], [0.32855, 0.52731, 3.04727], [-0.22960, -0.47004, -3.08831], [0.63015, -0.88311, 2.87026], [-1.09417, -0.63121, 1.19385], [0.05928, 1.08495, 4.18678], [1.21110, 1.28205, 2.43651], [-0.71706, -1.63760, -2.57279], [0.76290, -0.83030, -3.87506], [-1.28582, 0.05611, -3.74583]], "mulliken_charge": [-0.01, -0.22, -0.14, 0.98, 0.89, -0.32, -0.13, -0.18, -0.21, -0.24, -0.21, -0.22]}



{"formula": "C5H8O", "method": "the ωB97M-V functional and the def2-TZVPD basis", "multiplicity": 1, "e_above_lowest_ev": 4.4738, "gap_ev": [7.913, 7.914], "elements": ["C", "C", "C", "C", "O", "C", "H", "H", "H", "H", "H", "H", "H", "H"], "positions_angstrom": [[-1.81144, 0.26466, -0.58646], [-0.36514, 0.07966, -0.25124], [0.65807, 0.93781, -0.35571], [1.90764, 0.28443, 0.14973], [1.48899, -1.05558, 0.47794], [0.16617, -1.17740, 0.28276], [-2.13726, -0.46921, -1.33167], [-2.00306, 1.26674, -0.97884], [-2.42778, 0.11490, 0.30773], [0.62388, 1.95718, -0.72814], [2.33456, 0.77015, 1.04002], [2.70186, 0.19317, -0.60238], [-0.77366, -1.30704, 1.81727], [-0.42424, -1.94404, 0.82357]], "mulliken_charge": [-1.23, 0.82, -0.46, -0.33, -0.37, -0.56, 0.30, 0.31, 0.31, 0.39, 0.25, 0.24, 0.11, 0.22]}



{"formula": "C6H24N13O9Tl", "method": "the ωB97M-V functional and the def2-TZVPD basis", "multiplicity": 1, "e_above_lowest_ev": 0.0000, "gap_ev": 3.101, "charge": 2, "elements": ["Tl", "N", "O", "O", "O", "C", "O", "N", "N", "H", "H", "H", "H", "C", "O", "N", "N", "H", "H", "H", "H", "C", "O", "N", "N", "H", "H", "H", "H", "C", "O", "N", "N", "H", "H", "H", "H", "C", "O", "N", "N", "H", "H", "H", "H", "C", "O", "N", "N", "H", "H", "H", "H"], "positions_angstrom": [[-1.86482, 19.63779, -9.63032], [-4.06385, 16.63760, -11.40077], [-3.92889, 16.38256, -12.60009], [-4.58111, 15.85186, -10.70391], [-3.72607, 17.69471, -10.90902], [-4.87970, 17.99130, -7.60781], [-3.74333, 18.15826, -8.05473], [-5.34858, 18.61749, -6.58567], [-5.68079, 17.18872, -8.20743], [-6.30124, 18.43535, -6.30394], [-4.75875, 18.98946, -5.85502], [-5.42848, 16.56418, -8.96001], [-6.62367, 17.24917, -7.85046], [0.65143, 21.89329, -7.31911], [0.04190, 21.01829, -7.92685], [1.24186, 21.78630, -6.19707], [0.51602, 23.14106, -7.55921], [1.65118, 22.58336, -5.73095], [1.23966, 20.89188, -5.72791], [-0.17828, 23.40615, -8.24316], [1.04395, 23.73811, -6.93880], [0.12686, 22.23250, -12.23297], [-0.43095, 21.51297, -11.39015], [-0.34193, 22.51472, -13.37152], [1.18380, 22.94128, -11.90754], [-1.22318, 22.11310, -13.65818], [0.37565, 22.90108, -13.96810], [1.38818, 23.59887, -12.64640], [1.89143, 22.64604, -11.25014], [1.97644, 18.62483, -10.42700], [0.92334, 19.00251, -10.05782], [3.02141, 18.46057, -9.72753], [2.19861, 18.28075, -11.68431], [3.88739, 18.48730, -10.24662], [2.82480, 18.72429, -8.77260], [3.13068, 17.98641, -11.93872], [1.45688, 18.39261, -12.36063], [-5.68279, 20.62605, -9.88610], [-4.56092, 20.71309, -9.46084], [-6.74373, 20.97507, -9.19047], [-6.00379, 20.17795, -11.08510], [-7.66148, 20.89315, -9.60414], [-6.58753, 21.30370, -8.24829], [-5.26799, 19.65458, -11.53762], [-6.88556, 20.38957, -11.52985], [-2.25030, 23.72534, -9.35544], [-2.46696, 22.57149, -9.64624], [-2.68473, 24.26764, -8.24588], [-1.39411, 24.45729, -10.02035], [-2.60601, 25.25747, -8.06112], [-3.16482, 23.70837, -7.55536], [-1.09260, 23.87466, -10.78829], [-1.17966, 25.44226, -9.95753]], "mulliken_charge": [1.43, 1.10, -0.43, -0.55, -0.38, 0.74, -0.54, -0.37, -0.27, 0.17, 0.25, 0.21, 0.14, 0.62, -0.52, -0.41, -0.31, 0.13, 0.25, 0.33, 0.15, 0.49, -0.41, -0.43, -0.38, 0.24, 0.17, 0.14, 0.24, 0.57, -0.48, -0.41, -0.43, 0.20, 0.26, 0.14, 0.21, 0.70, -0.39, -0.45, -0.42, 0.16, 0.24, 0.17, 0.19, 0.12, -0.29, -0.31, -0.37, 0.19, 0.22, 0.21, 0.17]}



{"formula": "C5H8O", "method": "the ωB97M-V functional and the def2-TZVPD basis", "multiplicity": 1, "e_above_lowest_ev": 4.0878, "gap_ev": 8.224, "elements": ["C", "C", "C", "C", "O", "C", "H", "H", "H", "H", "H", "H", "H", "H"], "positions_angstrom": [[1.45266, 0.23784, -0.04111], [0.55967, 0.98708, 0.86462], [-0.74724, 1.17984, 0.17109], [-1.37301, -0.21054, -0.17898], [-0.42990, -1.12979, -0.67000], [0.74943, -1.15518, 0.08888], [1.41338, 0.47826, -1.11472], [2.49125, 0.17222, 0.29868], [0.54682, -1.39496, 1.14542], [-0.59657, 1.73405, -0.76875], [-1.47290, 1.72229, 0.78898], [-2.11415, -0.07880, -0.97206], [-1.87602, -0.61084, 0.71396], [1.39658, -1.93145, -0.32599]], "mulliken_charge": [-0.39, -0.43, -0.34, -0.47, -0.39, -0.46, 0.26, 0.32, 0.37, 0.30, 0.28, 0.29, 0.33, 0.32]}



{"formula": "C3H6N4", "method": "the ωB97M-V functional and the def2-TZVPD basis", "multiplicity": 1, "e_above_lowest_ev": 6.7207, "gap_ev": [5.756, 7.076], "charge": 2, "elements": ["C", "C", "C", "N", "N", "N", "N", "H", "H", "H", "H", "H", "H"], "positions_angstrom": [[-3.55739, 0.04451, 0.59296], [-0.99278, 0.10510, -0.95358], [2.45013, 0.19256, -0.21308], [0.18521, -0.01247, -0.82982], [1.24629, -0.37675, -0.34244], [-2.50092, -0.43313, 0.57691], [3.40853, -0.44081, 0.42702], [-4.48723, -0.34495, 1.17016], [-4.19253, 0.88292, 0.26648], [-1.65272, 0.64731, -1.51097], [2.47793, 1.30958, -0.30200], [4.37594, -0.04662, 0.52880], [3.23954, -1.52724, 0.58956]], "mulliken_charge": [0.06, 0.00, 0.19, 0.38, -0.40, -0.11, -0.25, 0.36, 0.34, 0.37, 0.35, 0.32, 0.36]}



{"formula": "C14H20N2O3RuS", "method": "the ωB97M-V functional and the def2-TZVPD basis", "multiplicity": 5, "gap_ev": [6.518, 5.295], "charge": 2, "elements": ["C", "C", "H", "H", "H", "H", "H", "H", "C", "C", "C", "C", "H", "H", "H", "H", "N", "C", "C", "N", "C", "C", "C", "H", "H", "C", "H", "H", "Ru", "C", "H", "H", "H", "C", "S", "O", "O", "O", "H", "H", "H"], "positions_angstrom": [[2.34908, -1.28717, 4.05124], [2.33134, 0.20072, 4.15853], [1.64198, -1.85869, 4.75479], [3.24898, -1.88362, 3.99543], [1.77364, -1.45528, 3.16490], [1.92434, 0.52634, 3.22465], [1.67468, 0.74586, 4.88765], [3.39461, 0.60178, 4.10295], [-0.37756, -2.43554, -1.18917], [-0.76275, -3.36988, -2.10846], [-1.16498, -2.85975, -3.35172], [-1.25311, -1.51642, -3.73641], [-0.02695, -2.58050, -0.18801], [-0.71737, -4.40558, -1.81215], [-1.47250, -3.60985, -4.07065], [-1.58680, -1.11276, -4.71469], [-0.35452, -1.14492, -1.60726], [-0.82947, -0.58902, -2.75381], [-0.75827, 0.91734, -2.78668], [-0.13248, 1.47396, -1.71871], [-0.07917, 2.76568, -1.30224], [-1.03725, 3.22152, -3.41115], [-0.51762, 3.69282, -2.20377], [0.32891, 2.91816, -0.32678], [-0.42572, 4.70308, -1.92301], [-1.18554, 1.86657, -3.73125], [-1.62296, 1.49824, -4.65974], [-1.37381, 3.96396, -4.10322], [0.34583, 0.17892, -0.28935], [2.25244, 0.01053, -0.61423], [2.67743, 0.98337, -0.85193], [2.44094, -0.59280, -1.49351], [2.78363, -0.40864, 0.23896], [-1.66860, 0.54224, 3.59988], [-1.71174, -0.35596, 2.06620], [-0.96097, -1.61896, 2.21277], [-3.08984, -0.46396, 1.61739], [-0.93011, 0.54084, 1.12154], [-0.90368, 0.21420, 4.30020], [-2.66713, 0.37712, 4.01870], [-1.55691, 1.60607, 3.43213]], "mulliken_spin": [0.00, 0.00, 0.00, 0.00, 0.00, 0.00, 0.00, 0.00, 0.02, -0.01, 0.03, 0.00, 0.01, 0.00, 0.00, 0.00, 0.15, 0.03, 0.03, 0.15, 0.00, 0.03, -0.01, 0.02, 0.00, 0.00, 0.00, 0.00, 3.25, -0.10, 0.04, 0.04, 0.01, 0.00, 0.00, 0.04, 0.04, 0.22, 0.00, 0.00, 0.00]}